Formula: C43H51BN10OReS3
Source: OMol25
Level of theory: ωB97M-V/def2-TZVPD

Structure (XYZ):
```
110
Properties=species:S:1:pos:R:3:forces:R:3
Re 0.101888 0.337362 0.756151 1.48 -0.59 0.32
C 1.364981 -5.476785 -0.356585 -0.11 0.20 0.06
C 0.064593 -4.709101 -0.312682 0.37 -0.28 0.01
C -1.124769 -5.328744 -0.466739 -0.10 -0.44 -0.15
C -2.338725 -4.612414 -0.375325 -0.15 0.06 0.07
N -2.343150 -3.324521 -0.186751 0.44 0.00 0.03
N -1.153367 -2.672613 -0.056692 -0.70 0.38 0.07
B -1.454340 -1.146568 0.291221 -0.27 0.07 -0.26
N -2.301065 -0.492715 -0.872266 0.39 -1.00 0.01
N -2.590452 -1.214861 -1.974677 0.04 0.39 0.40
C -3.419438 -0.679672 -2.827180 -0.06 -0.07 -0.16
C -4.036336 0.572690 -2.559347 -0.21 -0.11 -0.40
C -3.712548 1.303789 -1.466204 -0.06 0.40 0.26
C -4.309209 2.648538 -1.162774 0.08 -0.12 -0.01
C -2.727209 0.734763 -0.622130 0.02 0.27 0.12
S -2.006401 1.560173 0.716690 -0.60 0.13 -0.18
C -3.722140 -1.440479 -4.110430 -0.02 0.09 0.12
C -3.311556 -0.562938 -5.300371 -0.02 0.05 -0.11
C -2.952700 -2.757051 -4.171209 0.07 -0.11 0.08
C -5.231776 -1.726149 -4.159010 -0.08 0.01 -0.04
N -2.478246 -1.230311 1.560500 -0.13 0.03 -0.95
N -3.797365 -1.308697 1.329393 0.40 0.06 0.33
C -4.583460 -1.308407 2.383838 -0.15 0.00 -0.14
C -4.043701 -1.341736 3.689077 -0.35 -0.01 0.17
C -2.703006 -1.244941 3.903685 0.25 0.08 0.45
C -2.088749 -1.193025 5.277058 -0.03 -0.05 -0.17
C -1.925631 -1.117147 2.741428 0.32 0.03 0.33
S -0.201959 -0.658512 2.739868 -0.25 0.34 -0.25
C -6.092889 -1.246693 2.168745 0.14 -0.01 0.05
C -6.444781 -0.961148 0.710058 0.05 0.03 -0.14
C -6.653476 -0.102190 3.030578 -0.08 0.03 0.04
C -6.707576 -2.586653 2.605994 0.00 -0.05 0.09
C 0.007376 -3.304190 -0.088335 0.22 0.03 0.11
S 1.551444 -2.610850 0.233519 0.20 0.10 -0.27
C -3.663759 -5.348525 -0.443721 0.10 0.01 -0.04
C -4.824179 -4.360157 -0.463097 -0.07 0.15 -0.08
C -3.766623 -6.229803 0.814561 -0.05 -0.06 0.03
C -3.676640 -6.233153 -1.704630 -0.05 -0.04 -0.04
H 1.179995 -6.496944 -0.686336 -0.03 0.03 0.01
H 2.087426 -5.020513 -1.036863 -0.07 0.01 0.02
H 1.828221 -5.530689 0.634280 -0.05 0.07 -0.06
H -1.150635 -6.395173 -0.664352 -0.01 0.09 0.05
H -4.767927 0.962841 -3.259136 0.06 -0.06 0.03
H -5.130584 2.864277 -1.844155 0.04 0.00 0.02
H -4.681831 2.694823 -0.136808 0.03 -0.05 -0.04
H -3.554605 3.432309 -1.261680 -0.01 -0.04 0.00
H -2.238282 -0.354024 -5.286451 -0.06 -0.02 0.01
H -3.542849 -1.080321 -6.234565 0.01 0.03 0.06
H -3.845149 0.391239 -5.313978 0.03 -0.07 0.00
H -1.871220 -2.597691 -4.141602 -0.10 0.02 -0.01
H -3.214602 -3.417516 -3.338659 -0.01 0.08 -0.07
H -3.199894 -3.265367 -5.105377 0.03 0.01 0.05
H -5.819533 -0.812014 -4.279094 0.05 -0.06 0.03
H -5.458904 -2.371851 -5.010250 0.03 0.06 0.03
H -5.572249 -2.233964 -3.251981 0.04 0.01 -0.05
H -4.711377 -1.395315 4.541539 0.02 -0.03 -0.08
H -2.848484 -1.337139 6.042761 0.01 0.00 -0.03
H -1.326698 -1.965959 5.394621 -0.02 0.02 -0.02
H -1.602858 -0.230521 5.449795 -0.02 -0.01 -0.05
H -6.027062 -0.002631 0.383828 -0.03 -0.09 0.04
H -6.079612 -1.731899 0.028259 -0.01 0.00 0.09
H -7.532022 -0.904109 0.619175 0.08 -0.01 -0.02
H -6.259114 0.866396 2.709556 0.00 -0.08 0.01
H -7.739944 -0.071372 2.926649 0.06 0.00 -0.02
H -6.438021 -0.221178 4.094521 -0.03 -0.02 -0.07
H -6.287053 -3.427030 2.045256 -0.06 0.12 0.05
H -6.550868 -2.775874 3.672388 0.00 0.02 -0.08
H -7.786067 -2.572265 2.432219 0.08 0.02 0.01
H -4.866388 -3.788836 0.466065 0.04 -0.03 -0.08
H -4.733868 -3.636287 -1.279781 0.01 -0.11 0.04
H -5.763054 -4.904205 -0.580658 0.04 0.02 0.02
H -3.663859 -5.634647 1.727203 -0.03 -0.01 -0.08
H -4.743997 -6.718010 0.841466 0.08 0.02 -0.03
H -3.006308 -7.016458 0.829404 -0.04 0.09 0.00
H -3.339445 -5.694194 -2.594745 -0.07 0.02 0.08
H -3.050311 -7.122241 -1.590160 -0.04 0.09 -0.01
H -4.693530 -6.580163 -1.894842 0.05 -0.02 0.04
N 1.883238 4.010330 0.591621 0.08 0.37 0.07
C 1.807101 2.755638 0.191411 0.05 -0.45 -0.11
O 0.631332 2.232688 0.105811 0.09 0.11 0.10
C 2.992264 2.056648 -0.231966 0.25 0.69 -0.13
C 2.281084 -0.042977 0.395110 -0.87 0.23 0.58
N 1.319702 -0.956651 -0.003584 -0.26 -0.26 0.24
C 4.224418 2.774250 -0.288630 -0.30 -0.18 -0.04
N 5.207298 3.378414 -0.264413 -0.13 0.01 -0.01
H 1.025355 4.517603 0.743659 0.03 0.01 0.03
H 2.759127 4.512792 0.588109 -0.02 -0.01 0.03
C 4.768949 -0.593298 3.874625 -0.06 0.05 -0.02
C 3.833323 0.435732 3.862727 0.03 -0.06 -0.05
C 3.019991 0.623563 2.752753 -0.11 0.07 0.02
C 3.134779 -0.206300 1.641126 0.04 -0.35 -0.40
C 4.090673 -1.219483 1.653490 0.23 -0.06 -0.02
C 4.899137 -1.419948 2.767772 -0.05 0.03 -0.06
N 2.856650 0.760960 -0.641886 -0.19 -0.42 -0.45
C 3.185281 0.303373 -1.995494 0.20 0.08 0.64
C 4.318229 0.808010 -2.625650 0.16 0.05 0.01
C 4.641909 0.394967 -3.907793 0.02 -0.02 -0.09
C 3.850231 -0.527191 -4.578387 0.06 0.03 0.05
C 2.725261 -1.025730 -3.945218 -0.10 -0.02 0.08
C 2.382560 -0.617699 -2.659351 -0.09 -0.03 -0.20
H 5.401814 -0.741811 4.741016 -0.03 0.01 -0.05
H 3.736534 1.092806 4.719577 0.00 -0.05 -0.08
H 2.290019 1.427718 2.764207 0.01 -0.04 -0.03
H 4.237170 -1.842573 0.774351 -0.02 0.04 0.07
H 5.641822 -2.209203 2.762550 -0.06 0.05 -0.01
H 4.981072 1.508714 -2.138317 -0.08 -0.05 0.06
H 5.530957 0.796276 -4.378590 -0.05 -0.02 0.03
H 4.109560 -0.850221 -5.579527 -0.02 0.03 0.08
H 2.083763 -1.733918 -4.455698 0.03 0.02 0.02
H 1.474080 -0.994702 -2.218763 0.06 0.05 -0.05
```
Forces are in eV/Å.

Computed properties:
**<S²>**: 0.763
**Net charge**: +2
**Energy above the lowest of the compared OMol25 structures with the same formula, charge and spin**: 303.8 kJ/mol
**Orbital gap (alpha / beta)**: 6.5 / 6.3 eV
**2S+1**: 2
**Strongest force on any atom**: 1.6 eV/Å
**HOMO level (alpha / beta)**: -12.72 / -13.10 eV
**Energy**: -3589.21525 Eh

---

Formula: C32H48F3O16Pb
Source: OMol25
Level of theory: ωB97M-V/def2-TZVPD

Structure (XYZ):
```
100
Properties=species:S:1:pos:R:3:forces:R:3
Pb 0.179530 -0.623540 0.220389 -0.36 0.63 -0.44
C -0.491190 2.394096 -1.554212 -0.40 0.00 0.04
O 0.032803 2.056221 -2.838797 0.09 0.21 -0.28
O -0.890251 1.308479 -0.924185 0.23 -0.55 0.70
C 0.595527 3.201215 -0.801663 0.44 0.24 -0.12
F 0.710982 4.455617 -1.298350 -0.03 0.00 0.02
F 0.351011 3.346111 0.508295 -0.31 -0.09 0.15
F 1.833696 2.654676 -0.887652 -0.25 0.16 0.16
C 0.143652 3.102898 -3.796245 0.22 0.14 0.62
C 0.321477 2.492228 -5.156701 -0.70 0.05 -0.47
H 1.113314 1.748169 -5.201400 0.24 0.16 0.08
H -0.600491 1.991297 -5.471558 0.05 -0.02 0.11
H 0.479330 3.288460 -5.886449 0.27 -0.11 -0.04
H 0.986075 3.754695 -3.534322 0.06 -0.07 -0.19
H -0.742971 3.749562 -3.760451 -0.07 -0.12 -0.07
H -1.321341 3.128637 -1.682562 0.13 0.07 -0.21
O -2.330992 -1.449630 0.527477 0.20 -0.20 -0.13
C -3.513495 -1.532088 0.676542 -0.37 0.23 -0.02
O -4.068701 -2.421134 1.517446 0.03 -0.05 -0.02
C -5.491992 -2.279882 1.534238 -0.68 0.00 0.23
C -5.812220 -0.918476 0.909285 -0.23 -0.03 -0.46
C -4.577765 -0.648192 0.049248 0.28 0.06 0.28
H -5.853869 -2.394263 2.555754 0.26 0.17 0.07
H -5.969236 -3.086373 0.971784 0.35 -0.03 -0.17
H -5.981627 -0.121429 1.630538 0.15 -0.16 0.21
H -6.728465 -1.006506 0.326118 0.06 0.12 -0.05
H -4.170014 0.362517 0.080464 -0.21 0.09 0.01
H -4.705453 -0.889532 -1.006000 0.01 -0.20 0.03
O 2.257843 0.037983 -1.341488 -0.14 -0.40 -0.08
C 3.298234 0.549143 -1.638996 0.00 0.17 -0.24
O 4.399107 0.421811 -0.873111 -0.04 0.32 0.26
C 5.439017 1.263738 -1.374213 1.04 0.39 -0.67
C 5.111134 1.458478 -2.862217 0.34 -0.33 0.15
C 3.593057 1.399749 -2.862355 0.13 -0.34 0.09
H 6.407336 0.777489 -1.249697 -0.23 -0.29 0.12
H 5.539225 2.215269 -0.840835 -0.63 -0.12 0.18
H 5.538180 0.597182 -3.383017 -0.22 0.02 -0.14
H 5.567860 2.337118 -3.310113 -0.15 0.18 0.17
H 3.161235 0.925534 -3.738766 -0.09 0.03 -0.04
H 3.101216 2.357846 -2.710047 0.07 0.07 -0.08
O -0.612943 -1.901885 -1.928540 0.49 -0.38 0.33
C -1.103807 -1.727541 -3.007547 -0.56 0.53 -0.30
O -1.329741 -2.751530 -3.847827 0.25 -0.05 -0.24
C -1.932621 -2.237178 -5.057620 -0.28 0.02 -0.31
C -2.648048 -0.985707 -4.587506 -0.38 0.15 -0.02
C -1.616957 -0.435626 -3.611237 -0.08 -0.40 0.15
H -2.566185 -3.009699 -5.485143 -0.04 -0.06 0.19
H -1.160392 -1.995538 -5.794200 0.13 -0.05 0.17
H -3.556395 -1.261149 -4.041166 0.10 -0.11 0.03
H -2.989863 -0.317771 -5.377688 0.39 0.01 -0.10
H -1.980785 0.222561 -2.826819 0.15 0.06 -0.01
H -0.764232 0.040653 -4.102806 -0.14 0.11 0.01
O 1.725502 -2.654850 -0.203172 0.15 0.05 0.44
C 2.309660 -3.393549 -0.943805 -0.17 -0.10 -0.57
O 2.722525 -4.601374 -0.549356 -0.06 -0.20 0.19
C 3.232669 -5.365684 -1.652364 -0.13 -0.38 -0.30
C 2.793253 -4.625929 -2.915917 0.49 0.62 -0.29
C 2.621949 -3.190593 -2.412841 0.07 -0.12 0.23
H 2.819121 -6.372042 -1.617732 -0.13 0.07 0.25
H 4.311252 -5.466460 -1.537319 0.06 0.25 -0.09
H 1.860768 -4.989896 -3.341754 -0.02 -0.20 0.18
H 3.564033 -4.668134 -3.685822 -0.12 -0.17 -0.03
H 1.834472 -2.604637 -2.875429 -0.05 -0.03 -0.04
H 3.558312 -2.631428 -2.493208 -0.04 0.04 0.10
O -0.924294 0.881302 2.323641 0.36 0.15 0.24
C -1.910108 1.505357 2.595029 -0.43 -0.34 -0.34
O -3.002573 0.874939 3.090683 -0.33 0.24 0.29
C -4.136661 1.790339 3.110979 0.41 -0.11 -0.35
C -3.526935 3.183465 3.131516 -0.09 0.15 -0.40
C -2.207848 2.968392 2.388565 0.10 0.07 0.64
H -4.773369 1.582763 3.964743 0.07 -0.24 0.02
H -4.664668 1.598717 2.175161 -0.24 0.14 0.11
H -3.382726 3.531353 4.153256 0.14 -0.06 0.00
H -4.160701 3.907862 2.621061 -0.06 -0.03 0.09
H -1.395058 3.566115 2.793562 0.10 0.03 -0.19
H -2.272362 3.141757 1.317303 0.02 0.02 -0.13
O -0.138180 -2.016113 2.438372 0.12 -0.11 -0.44
C -0.342082 -2.048094 3.614545 0.11 -0.47 0.45
O 0.576185 -1.641702 4.501839 -0.07 0.12 0.22
C 0.061516 -1.659626 5.847359 -0.02 0.44 0.09
C -1.354863 -2.257816 5.791020 -0.19 0.13 -0.08
C -1.561722 -2.592971 4.312499 -0.27 0.24 0.02
H 0.035875 -0.620911 6.185348 -0.01 -0.05 -0.04
H 0.767318 -2.175698 6.494233 -0.02 -0.28 -0.19
H -2.077928 -1.505203 6.102748 0.01 -0.03 0.05
H -1.486914 -3.112819 6.448532 0.15 -0.07 -0.04
H -2.438794 -2.118080 3.869656 0.04 0.02 0.05
H -1.661803 -3.655651 4.098353 0.19 -0.04 0.00
O 2.055097 0.196059 1.697445 0.30 0.29 0.33
C 2.569932 0.953595 2.483156 0.05 -0.25 -0.28
O 3.313658 0.500224 3.503247 -0.35 -0.21 -0.06
C 3.661264 1.595205 4.353853 0.71 0.07 0.61
C 3.729647 2.795138 3.432216 -0.65 -0.03 -0.43
C 2.582016 2.458955 2.466262 -0.08 0.52 0.13
H 4.592432 1.358668 4.868291 0.08 -0.09 -0.28
H 2.916720 1.691366 5.148413 -0.24 0.11 -0.22
H 4.641793 2.809347 2.837587 0.26 0.03 0.35
H 3.592405 3.733543 3.960879 0.11 0.08 -0.05
H 2.696810 2.831877 1.452209 0.15 -0.13 -0.03
H 1.624607 2.868162 2.801083 -0.05 -0.30 0.12
```
Forces are in eV/Å.

Computed properties:
**Net charge**: +1
**Energy above the lowest of the compared OMol25 structures with the same formula, charge and spin**: 0.0 kJ/mol
**Orbital gap**: 9.0 eV
**Strongest force on any atom**: 1.3 eV/Å
**HOMO level**: -10.36 eV
**Energy**: -2944.40349 Eh